[1]
# C13H22N4O4S

The molecule C13H22N4O4S at a distorted geometry (ωB97M-V/def2-TZVPD, OMol25).

**SMILES string**: CN(C)C(=O)CSc1nnc(CCNC(=O)OC(C)(C)C)o1
**Max |F|**: 1.6 eV/Å
**Calculated total energy**: -38824.4124 eV
**Gap between HOMO and LUMO**: 9.460 eV
**Energy relative to the best compared isomer or geometry (same formula, charge and spin)**: 0.0 kcal per mole

The geometry in ORCA input format:
```
! wB97M-V def2-TZVPD RIJCOSX def2/J DEFGRID3
* xyz 0 1
S -2.4669 -3.8716 -1.2775
O -1.9777 -2.0111 0.6113
O 0.8115 1.7735 0.1667
O -1.3103 -0.3482 -1.6264
O 0.1553 2.2592 2.2965
N 0.2049 -2.0080 -1.8002
N -3.6342 -3.3670 1.1126
N -1.1200 0.9996 0.9152
N -3.4762 -2.5000 2.1300
C -2.1523 0.7852 1.8920
C 1.6337 4.0557 0.4399
C 2.9463 2.0915 1.3165
C -2.0124 -0.5659 2.6266
C 2.6485 2.4087 -1.1575
C -2.7476 -3.0565 0.2248
C 2.0057 2.5895 0.2190
C -2.5062 -1.7023 1.8222
C 1.2699 -1.1758 -1.2838
C 0.5859 -3.3701 -2.0857
C -2.1477 -2.4309 -2.3672
C -1.0363 -1.5095 -1.8908
C -0.0259 1.7314 1.2235
H 2.5280 4.6714 0.4036
H 0.8846 -0.1780 -1.0836
H -1.1939 0.5881 -0.0098
H -3.1320 0.8509 1.4131
H 0.9442 4.3847 -0.3345
H -1.9351 -2.8570 -3.3470
H 2.9774 1.3815 -1.2895
H 2.4866 2.2267 2.2913
H -2.0565 1.5820 2.6344
H 1.1592 4.1788 1.4093
H 3.1637 1.0349 1.1721
H 2.0765 -1.1126 -2.0170
H 1.9274 2.6455 -1.9351
H 0.5862 -3.9761 -1.1753
H -2.5973 -0.5524 3.5453
H -0.0804 -3.8338 -2.8074
H -3.0668 -1.8465 -2.4229
H -0.9593 -0.7130 2.8753
H 3.5052 3.0690 -1.2538
H 1.5952 -3.3686 -2.4991
H 3.8769 2.6510 1.2819
H 1.6627 -1.6038 -0.3590
*
```

=====

[2]
# C13H23B3INO7

A cluster of 3 separate species, C13H23B3INO7 in total at a distorted geometry (ωB97M-V/def2-TZVPD, OMol25).

**SMILES string**: [H]/N=C\CB1OBOB(CCCI)O1.O=C1CCCO1.O=C1CCCO1
**Max |F|**: 5.9 eV/Å
**Calculated total energy**: -39810.0304 eV
**Gap between HOMO and LUMO**: 9.655 eV
**Energy relative to the best compared isomer or geometry (same formula, charge and spin)**: 99.1 kcal per mole

The geometry in ORCA input format:
```
! wB97M-V def2-TZVPD RIJCOSX def2/J DEFGRID3
* xyz 0 1
I -0.2738 -0.0347 1.8000
O -1.3825 2.3514 -2.9124
O 2.5492 -0.9989 -4.2759
O 0.4355 -0.7117 6.3814
O 1.1439 -2.1380 8.0228
O 1.7013 -0.4450 -1.9597
O -0.3812 1.9216 -4.9231
O 3.9714 -1.5648 -2.2473
N -1.5225 -2.2100 -1.7161
C -1.2370 2.4874 -4.2631
C -1.0109 -2.4674 6.9727
C 1.7205 0.6708 1.1356
C -2.7936 4.0885 -3.5690
C -0.1907 -1.0615 -3.7484
C 2.6043 -1.7691 0.1767
C -2.5446 3.0649 -2.4924
C -1.0334 -1.0578 -2.3047
C -2.3024 3.3882 -4.8106
C -1.4254 -1.9043 5.6368
C 0.3097 -1.7966 7.2008
C 2.8768 -0.4904 1.1645
C -0.7674 -0.5493 5.6314
B 3.7542 -0.6801 -3.4399
B 2.7927 -1.2760 -1.3908
B 1.3893 -0.8359 -3.3512
H -1.3830 0.2137 6.1193
H 3.8883 0.0179 0.7985
H -2.3596 3.5316 -1.5206
H -0.5276 -0.2163 4.6174
H -0.8999 -3.5535 6.9332
H 4.4638 0.2453 -3.6734
H -0.4210 -2.1061 -4.2482
H -2.5089 -1.8572 5.4990
H -1.0085 -2.5224 4.8325
H 1.5031 -2.1323 0.3347
H 3.3316 -2.6793 0.3312
H -1.2410 -2.9969 -2.3727
H -3.0849 2.7780 -5.2702
H -2.1809 4.9790 -3.3831
H -3.8384 4.4045 -3.6292
H -1.8880 4.0954 -5.5328
H -3.3732 2.3557 -2.3935
H 1.5418 1.1696 0.0886
H -1.1838 -0.0102 -1.7591
H 2.9975 -0.9302 2.2627
H 2.0651 1.5554 1.8607
H -0.5740 -0.1466 -4.3818
H -1.7018 -2.1766 7.7689
*
```

=====

[3]
# C13H23BI2N3O5P

A cluster of 2 separate species, C13H23BI2N3O5P in total (ωB97M-V/def2-TZVPD, OMol25).

**Max |F|**: 0.9 eV/Å
**Calculated total energy**: -54730.1161 eV
**Gap between HOMO and LUMO**: 8.273 eV
**Energy relative to the best compared isomer or geometry (same formula, charge and spin)**: 0.0 kcal per mole

The geometry in ORCA input format:
```
! wB97M-V def2-TZVPD RIJCOSX def2/J DEFGRID3
* xyz 0 1
I -0.4672 -2.2351 2.2833
I -0.3950 1.0878 2.7876
P 1.2806 -3.7227 -0.2590
O 2.4045 0.1172 -2.9865
O -0.4458 5.1801 1.8425
O -2.9443 -1.3958 0.2906
O 0.2586 -4.9497 0.0714
O 3.0212 -1.2286 -1.1318
N 2.2347 -4.5053 -1.4694
N -1.2484 -4.4685 -2.7695
N -1.2479 0.2532 -2.4521
C -0.6248 -3.6845 -2.2059
C -0.1117 -1.0251 0.5433
C -1.0674 -0.5861 -1.6886
C -0.7729 -1.6761 -0.7364
C 0.4007 1.3985 -0.0711
C 1.0969 6.8132 2.6238
C 0.3117 4.8463 4.0762
C -2.1530 -2.3062 -0.4303
C 0.2457 5.5708 2.7519
C 0.1803 -2.6961 -1.4947
C -0.5214 0.4581 0.7309
C -4.1107 -0.9558 -0.3888
C 1.0600 -2.0203 -2.5789
B 2.1815 -0.9791 -2.1902
H 0.9708 -1.0574 0.4590
H 0.4212 -1.5696 -3.3367
H 3.2626 -0.4272 -0.6507
H -0.0005 5.5109 4.8837
H 1.3382 4.5312 4.2732
H 1.0689 0.8173 -0.7068
H 2.9457 -3.8660 -1.8142
H 1.0148 2.0216 0.5695
H -0.1812 2.0350 -0.7325
H 0.2937 -5.6552 -0.5941
H -0.3345 3.9728 4.0468
H 0.8087 7.5451 3.3804
H -2.6346 -2.5580 -1.3767
H 2.1484 6.5657 2.7805
H 1.6370 0.6862 -3.1227
H -2.0173 -3.2335 0.1271
H 1.5791 -2.8271 -3.1059
H -4.5020 -0.1107 0.1720
H -3.8837 -0.6275 -1.4053
H 0.9686 7.2445 1.6342
H -1.5672 0.6160 0.5042
H 2.7482 -5.2644 -1.0276
H -4.8689 -1.7422 -0.4100
*
```

=====

[4]
# C13H23FNO5

A cluster of 2 separate species, C13H23FNO5 in total at a distorted geometry (ωB97M-V/def2-TZVPD, OMol25).

**Max |F|**: 8.3 eV/Å
**Calculated total energy**: -28287.0746 eV
**Gap between HOMO and LUMO**: 10.460 eV
**Energy relative to the best compared isomer or geometry (same formula, charge and spin)**: 75.9 kcal per mole

The geometry in ORCA input format:
```
! wB97M-V def2-TZVPD RIJCOSX def2/J DEFGRID3
* xyz 1 1
F 3.2325 4.0922 -2.0654
O -1.8701 2.2539 -0.5920
O 1.7925 1.0925 -2.8340
O 3.6530 -0.2263 -3.0073
O 3.8459 2.0204 -2.6539
O -3.4315 0.9385 0.6963
N 0.4619 -0.9379 -0.2395
C -2.1884 1.7230 0.6169
C 1.5255 -3.1250 0.2306
C 2.9186 3.0581 -2.8777
C -1.1703 2.0720 1.8533
C -0.7020 -0.6317 2.2178
C 0.6395 -0.7886 1.2860
C 3.1421 0.8691 -2.8430
C -4.0651 -1.4509 0.1907
C -3.3466 -0.0617 -0.3810
C 1.6149 2.4510 -2.4860
C 1.6208 -1.8165 -0.7527
C 1.1806 -2.3119 1.6502
C -0.9028 0.8431 2.9045
H -3.4046 -2.4042 -0.0297
H 0.5406 -0.0282 -0.7739
H -5.1787 -1.5751 -0.1800
H 2.6965 -1.3563 -0.7758
H 0.6000 -3.8072 -0.0620
H 2.4724 -3.8131 0.2644
H 0.0662 1.0576 3.5420
H 1.5261 -0.0707 1.6358
H 1.4178 2.5275 -1.4114
H 2.1451 -2.4316 2.3023
H -4.1378 -1.3854 1.3801
H -1.6087 -1.0164 1.5851
H 0.4161 -3.0756 2.1398
H -2.1948 -0.3482 -0.5064
H 2.9687 3.3773 -3.9242
H -0.3596 -1.5598 -0.4953
H 0.7727 2.8880 -3.0291
H -1.6823 2.9444 2.4873
H 1.3624 -2.2230 -1.8380
H -1.8129 0.7973 3.6646
H -3.7876 0.2896 -1.4130
H -0.5804 -1.4029 3.1203
H -0.1881 2.5527 1.4033
*
```

=====

[5]
# C13H23Hg2O13S2

A structure of composition C13H23Hg2O13S2 at a distorted geometry (ωB97M-V/def2-TZVPD, OMol25).

**Max |F|**: 2.7 eV/Å
**Calculated total energy**: -70452.5423 eV
**Gap between HOMO and LUMO**: 1.735 eV

The geometry in ORCA input format:
```
! wB97M-V def2-TZVPD RIJCOSX def2/J DEFGRID3
* xyz 3 1
Hg -2.8048 0.4422 -2.7321
Hg -0.3700 -0.9672 -4.9832
S 3.4021 4.5972 1.3132
S -1.3622 2.5003 3.7932
O -4.1153 -2.1121 -0.0318
O -1.2394 3.7992 2.8403
O 3.9604 3.1916 1.9101
O -2.6443 2.4429 4.4307
O -3.5384 -0.0173 -0.4815
O -0.9905 -1.1377 -2.6430
O -1.3623 1.4761 2.5034
O 3.0969 5.4735 2.4225
O 2.0105 3.9616 0.7415
O 2.6216 -4.0964 -4.0966
O 1.4242 -2.3468 -4.5339
O 4.1522 5.1102 0.2154
O -0.1475 2.3085 4.5010
C -4.1331 -0.6731 1.8065
C -3.8890 -0.8529 0.3532
C -0.1943 -0.9583 -1.4966
C 2.0007 2.5553 0.7892
C 2.3810 -2.8376 -3.9150
C 3.3427 -2.2064 -2.9040
C 4.1338 -3.4258 -2.3905
C -5.0477 -1.8819 2.1330
C -1.8597 2.1648 1.3527
C 3.8396 -4.5033 -3.4839
C -1.4926 3.6266 1.4542
C 3.4615 2.1604 1.1022
C -4.6557 -2.8868 1.0861
H 1.7758 2.1716 -0.2117
H 1.3000 2.1822 1.5390
H 3.9894 1.9447 0.1686
H -4.4284 0.3126 2.1603
H -6.1050 -1.6184 2.1594
H -4.7966 -2.1477 3.1586
H -1.2509 1.5729 0.6535
H 5.2099 -3.2957 -2.3168
H -0.5828 3.8938 0.9177
H 0.4717 -0.0821 -1.6061
H 4.6430 -4.5604 -4.2142
H 3.7337 -5.4547 -2.9695
H -0.7513 -0.6747 -0.6036
H 3.9964 -1.5508 -3.4895
H 3.4548 1.1663 1.5517
H 3.7511 -3.6709 -1.4011
H 0.5484 -1.7581 -1.5156
H 2.8460 -1.5557 -2.1907
H -2.9156 1.8986 1.2900
H -3.2069 -0.8606 2.3632
H -2.3363 4.2053 1.0781
H -3.8625 -3.4551 1.5759
H -5.4644 -3.5698 0.8466
*
```

=====

[6]
# C13H23I2NO12P2

A structure of composition C13H23I2NO12P2 at a distorted geometry (ωB97M-V/def2-TZVPD, OMol25).

**Max |F|**: 3.5 eV/Å
**Calculated total energy**: -74695.9867 eV
**Gap between HOMO and LUMO**: 8.784 eV
**Energy relative to the best compared isomer or geometry (same formula, charge and spin)**: 16.9 kcal per mole

The geometry in ORCA input format:
```
! wB97M-V def2-TZVPD RIJCOSX def2/J DEFGRID3
* xyz 0 1
I -0.3703 6.9224 -2.5657
I 1.7967 4.6149 -4.1309
P 4.4711 -2.9568 1.2434
P -2.2937 -0.5247 1.9650
O 4.4860 -3.2981 2.6700
O 3.5479 -1.7369 0.8386
O -2.8681 0.2584 0.7156
O -3.2920 -1.1163 2.8604
O 5.8516 -2.5036 0.6292
O -3.8279 4.3996 -2.8917
O -1.3593 0.5741 2.6058
O -3.9137 1.7058 -4.5959
O -1.2402 -1.5637 1.3613
O 4.0363 -4.1525 0.2771
O -4.1144 6.6202 -2.7592
O -2.7017 5.5801 -1.2927
N -2.8953 2.1293 -2.4711
C 6.9865 -3.3208 0.9249
C -0.7213 4.8035 -2.3540
C 2.2201 -1.6800 1.3585
C 0.0150 2.4474 -2.7976
C -3.5876 5.6628 -2.3244
C -0.7619 0.2549 3.8662
C 0.1378 3.9633 -2.9491
C -1.9192 4.3432 -1.4763
C -3.0727 3.5262 -2.0574
C -3.9040 -0.3437 -0.0607
C -3.4377 1.9714 -3.5734
C 3.1057 -5.1227 0.7582
C -1.6596 -2.9097 1.1255
H -3.4701 -0.7744 -0.9640
H -2.1733 -2.9827 0.1659
H 3.2240 -6.0245 0.1604
H -4.4329 -1.1182 0.4965
H -0.7701 -3.5373 1.0994
H 1.5191 -2.0203 0.5955
H 1.9918 -0.6464 1.6110
H 2.1106 -2.2923 2.2554
H 3.2982 -5.3684 1.8025
H -4.6137 0.4306 -0.3442
H -1.5333 0.1078 4.6215
H -0.7516 2.0885 -3.4905
H 6.8263 -4.3410 0.5724
H -3.7442 3.4273 -1.1768
H -0.1786 2.1608 -1.7574
H -0.1313 1.0906 4.1586
H -0.1488 -0.6441 3.7832
H -1.6009 4.1218 -0.4513
H 7.8461 -2.8974 0.4119
H 7.1774 -3.3259 1.9979
H -2.3118 -3.2633 1.9238
H 2.0844 -4.7544 0.6455
H 0.9552 1.9773 -3.1161
*
```

=====

[7]
# C13H23N3OS

The molecule C13H23N3OS (ωB97M-V/def2-TZVPD, OMol25).

**SMILES string**: C=CCn1c(CC[C@H](O)CCCCC)n[nH]c1=S
**Max |F|**: 1.0 eV/Å
**Calculated total energy**: -31207.1385 eV
**Gap between HOMO and LUMO**: 8.504 eV
**Energy relative to the best compared isomer or geometry (same formula, charge and spin)**: 15.0 kcal per mole

The geometry in ORCA input format:
```
! wB97M-V def2-TZVPD RIJCOSX def2/J DEFGRID3
* xyz 0 1
S -4.8281 0.5137 0.9525
O 1.3810 -2.0006 -1.7960
N -2.4962 0.0887 -0.3599
N -1.7844 2.1352 -0.7323
N -2.9562 2.1731 -0.0542
C 1.9131 -0.7776 -1.3267
C -1.5184 0.8798 -0.9083
C 7.3410 0.8048 1.6789
C 5.2314 -0.1024 0.6269
C 3.1255 -1.0219 -0.4198
C 3.9884 0.2180 -0.2007
C -3.4368 0.9292 0.1938
C 6.1018 1.1311 0.8548
C -2.1753 -1.8750 1.0339
C -2.9775 -2.5224 1.8553
C -0.3123 0.3744 -1.6058
C -2.6061 -1.3486 -0.3064
C 0.8208 0.0415 -0.6255
H 6.4056 1.5406 -0.1112
H -3.6569 -1.6035 -0.4748
H 7.0588 0.4132 2.6539
H 4.2932 0.6194 -1.1695
H -0.5560 -0.5237 -2.1777
H -3.3886 3.0454 0.1977
H 3.4112 0.9900 0.3114
H 2.7821 -1.4053 0.5460
H 2.2339 -0.2526 -2.2328
H 0.0254 1.1462 -2.2972
H 1.2384 0.9643 -0.2267
H 5.8193 -0.8678 0.1151
H -2.6427 -2.8777 2.8146
H -4.0060 -2.7155 1.6025
H 0.4300 -0.5433 0.2112
H 4.9270 -0.5110 1.5935
H -1.1500 -1.6657 1.3114
H 5.5155 1.8965 1.3684
H 7.9463 1.6955 1.8292
H 7.9492 0.0577 1.1737
H 3.7357 -1.7981 -0.8887
H 1.1852 -2.5600 -1.0347
H -1.9917 -1.7739 -1.1048
*
```

=====

[8]
# C13H23N6O2S2

The ion C13H23N6O2S2 with charge -1 at a distorted geometry (ωB97M-V/def2-TZVPD, OMol25).

**SMILES string**: C/C(=N\N=C(\N)[O-])[C@@H](SC(=S)N1CCN(C)CC1)C(=O)N(C)C
**Max |F|**: 2.6 eV/Å
**Calculated total energy**: -48560.2919 eV
**Gap between HOMO and LUMO**: 5.470 eV

The geometry in ORCA input format:
```
! wB97M-V def2-TZVPD RIJCOSX def2/J DEFGRID3
* xyz -1 1
S -3.4214 -1.1603 5.4273
S -0.8514 0.0450 4.6232
O -1.5058 1.6806 2.0889
O 2.1519 2.0180 1.5260
N -3.3703 0.3811 2.0523
N -2.7435 1.3711 5.9950
N -3.7848 3.8118 6.8887
N 0.5813 -0.0475 1.5992
N 1.6689 -0.2335 0.9288
N 3.5539 0.7435 0.2292
C -0.0704 -1.0036 2.1648
C -4.0801 -0.8874 2.1389
C -4.0131 5.0245 7.6622
C -2.4432 0.1824 5.3563
C -4.1329 2.6087 7.6053
C -4.0216 1.3874 6.7117
C -1.3055 -0.6000 2.9149
C -4.2120 1.5333 1.8298
C 2.4150 0.9799 0.9468
C 0.3241 -2.4470 2.1481
C -2.0324 0.5893 2.2933
C -2.2575 2.6236 5.4014
C -2.4341 3.7699 6.3803
H 0.6590 -2.7925 3.1362
H -2.2409 4.7280 5.8812
H -5.0306 -0.7685 1.6087
H -5.1627 2.7207 7.9647
H -1.9342 -1.4788 3.0638
H -4.9244 1.3037 1.0228
H -3.4900 2.4616 8.5019
H 4.1400 1.5312 0.0147
H -5.0638 5.0647 7.9751
H -2.8016 2.8565 4.4663
H -4.2954 -1.1427 3.1898
H -4.7891 1.7787 2.7403
H -3.7883 5.8824 7.0156
H -0.5377 -3.0715 1.8583
H -3.5807 2.3841 1.5615
H -1.1869 2.5266 5.1662
H -4.0766 0.4866 7.3385
H 1.1422 -2.5826 1.4356
H -3.3730 5.0862 8.5636
H 3.6036 -0.1210 -0.2824
H -3.5043 -1.7018 1.6846
H -1.6905 3.6646 7.1997
H -4.8704 1.3687 6.0089
*
```